Arrangement w

C9H19N2O | ωB97M-V/def2-TZVPD

Bonds (Å) are listed after each position.
Cartesian coordinates (Å):
1 C -1.1004 -1.1421 -0.2813  C4 1.527, N10 1.321, N11 1.285
2 C 1.2332 -0.3942 0.2859  C3 1.535, C5 1.506, C6 1.581, N10 1.489
3 C 1.3051 0.7641 -0.7190  C2 1.535, C7 1.495, C8 1.293
4 C -2.0514 -2.2504 -0.7283  C1 1.527, H13 1.116, H14 1.012, H15 1.125
5 C 2.5515 -1.1227 0.2721  C2 1.506, H16 1.200, H17 1.053, H18 1.093
6 C 0.8412 0.0917 1.7379  C2 1.581, H19 1.015, H20 1.052, H21 1.107
7 C 2.2011 1.9032 -0.3533  C3 1.495, H22 1.070, H23 1.070, H24 1.111
8 C 0.6871 0.8092 -1.8534  C3 1.293, H25 1.023, H27 1.107
9 C -3.2024 1.3586 0.8136  O12 1.385, H28 1.001, H29 1.135, H30 1.139
10 N 0.2022 -1.3493 -0.2046  C1 1.321, C2 1.489, H31 1.035
11 N -1.4871 0.0594 -0.0403  C1 1.285, O12 1.371, H26 1.028
12 O -2.8216 0.3707 -0.0791  C9 1.385, N11 1.371
13 H -1.8047 -3.3349 -0.6403  C4 1.116
14 H -2.1869 -2.1758 -1.7286  C4 1.012
15 H -3.0800 -1.9948 -0.3520  C4 1.125
16 H 3.4649 -0.3524 0.1593  C5 1.200
17 H 2.6678 -1.7770 -0.5446  C5 1.053
18 H 2.6898 -1.6205 1.2357  C5 1.093
19 H -0.1504 -0.0611 1.8922  C6 1.015
20 H 1.0198 1.1257 1.8066  C6 1.052
21 H 1.4233 -0.4649 2.4972  C6 1.107
22 H 3.2186 1.9443 -0.6806  C7 1.070
23 H 2.3068 2.0556 0.7009  C7 1.070
24 H 1.7597 2.7029 -0.9857  C7 1.111
25 H 0.5878 1.4985 -2.6027  C8 1.023
26 H -0.8127 0.8188 -0.2011  N11 1.028
27 H 0.0484 -0.0724 -2.0565  C8 1.107
28 H -2.7096 1.2845 1.6823  C9 1.001
29 H -4.3329 1.3163 0.9093  C9 1.135
30 H -2.9728 2.3472 0.2973  C9 1.139
31 H 0.5047 -2.3383 -0.2388  N10 1.035

Output
E_HOMO: -0.490 Ha
Charge: +1
Structure (SMILES): C=C(C)C(C)(C)N/C(C)=[NH+]/OC
Kohn-Sham gap: 10.68 eV

=====

Arrangement x

C9H19N2O | ωB97M-V/def2-TZVPD

Bonds (Å) are listed after each position.
Cartesian coordinates (Å):
1 C -0.6878 -0.6935 -0.9212  C3 1.357, N10 1.366, O12 1.406
2 C 1.6517 -1.5119 0.0434  C3 1.474, C4 1.493, H13 1.021, H14 1.143
3 C 0.5750 -0.6230 -0.4299  C1 1.357, C2 1.474, C4 1.474
4 C 1.9414 -0.4354 -0.9498  C2 1.493, C3 1.474, C5 1.497, C6 1.483
5 C 2.0894 -0.6000 -2.4300  C4 1.497, H15 1.098, H16 1.158, H17 1.163
6 C 2.7845 0.6795 -0.4556  C4 1.483, H18 1.016, H19 1.103, H20 1.248
7 C -2.3018 -0.1034 2.3184  N11 1.462, H21 1.165, H22 1.111, H23 1.199
8 C -2.3284 1.9958 1.0044  N11 1.498, H24 1.025, H25 1.117, H26 1.100
9 C -0.1948 0.8508 1.3115  N11 1.350, H27 1.092, H28 1.083
10 N -1.6704 -1.4928 -0.4094  C1 1.366, H29 0.996, H30 1.006
11 N -1.5060 0.9093 1.6263  C7 1.462, C8 1.498, C9 1.350
12 O -1.1259 0.2162 -1.8996  C1 1.406, H31 0.988
13 H 2.1234 -1.4965 0.9487  C2 1.021
14 H 1.6910 -2.6298 -0.1919  C2 1.143
15 H 1.7162 -1.5558 -2.8222  C5 1.098
16 H 3.1908 -0.7187 -2.7678  C5 1.158
17 H 1.5852 0.2019 -3.1047  C5 1.163
18 H 2.8905 0.6611 0.5550  C6 1.016
19 H 2.3696 1.6506 -0.7727  C6 1.103
20 H 3.9454 0.6509 -0.9135  C6 1.248
21 H -2.5111 0.3469 3.3723  C7 1.165
22 H -3.1609 -0.5890 1.8086  C7 1.111
23 H -1.5486 -0.9258 2.7589  C7 1.199
24 H -1.8603 2.8654 0.7312  C8 1.025
25 H -2.7322 1.5106 0.0829  C8 1.117
26 H -3.1876 2.0473 1.6889  C8 1.100
27 H 0.2244 1.7564 0.8687  C9 1.092
28 H 0.5366 0.1899 1.7603  C9 1.083
29 H -1.5154 -2.1268 0.3426  N10 0.996
30 H -2.6360 -1.4745 -0.6902  N10 1.006
31 H -0.3480 0.4444 -2.4636  O12 0.988

Output
E_HOMO (alpha / beta): -0.433 / -0.433 Ha
Charge: +1
Kohn-Sham gap (alpha / beta): 8.21 / 8.20 eV

=====

According to the calculations, the structures order from most to least stable as arrangement w, arrangement x.

=====

Arrangement w

C26H26F7NO21 | ωB97M-V/def2-TZVPD

Bonds (Å) are listed after each position.
Cartesian coordinates (Å):
1 C 6.4381 -3.6377 0.4773  C2 1.632, H14 1.159, H15 1.143, H16 1.144
2 C 4.8070 -3.6789 0.4652  C1 1.632, F3 1.460, C4 1.619, H17 1.154
3 F 4.4327 -3.0114 -0.7785  C2 1.460
4 C 4.2534 -5.2001 0.4777  C2 1.619, C5 1.433, C12 1.605
5 C 2.9178 -5.6245 0.1777  C4 1.433, C6 1.594, C9 1.616
6 C 1.6173 -4.7899 -0.2126  C5 1.594, C7 1.597, H18 1.158, H19 1.160
7 C 1.5212 -3.3407 0.4517  C6 1.597, N8 1.313, H20 1.161
8 N 1.7036 -2.1940 -0.1612  C7 1.313, H21 1.032
9 C 2.9064 -7.2374 0.2833  C5 1.616, O10 1.262, O11 1.446
10 O 1.8934 -7.9648 0.0912  C9 1.262
11 O 4.2404 -7.6937 0.6045  C9 1.446, C12 1.437
12 C 5.0676 -6.5392 0.8241  C4 1.605, O11 1.437, O13 1.258
13 O 6.2466 -6.6701 1.2414  C12 1.258
14 H 6.7787 -2.7362 -0.1659  C1 1.159
15 H 6.8704 -3.5632 1.5322  C1 1.143
16 H 6.7671 -4.5678 -0.1025  C1 1.144
17 H 4.3882 -3.1287 1.3887  C2 1.154
18 H 1.4364 -4.7278 -1.3543  C6 1.158
19 H 0.7117 -5.3921 0.1922  C6 1.160
20 H 1.2447 -3.2865 1.5779  C7 1.161
21 H 1.6000 -1.3945 0.4832  N8 1.032
22 C -1.9180 -0.8106 0.5310  C23 1.495, O27 1.420, H29 1.094, H30 1.091
23 C -2.2810 0.5950 0.1752  C22 1.495, O24 1.414, F28 1.354, H31 1.094
24 O -1.5514 1.3660 1.1092  C23 1.414, C25 1.362
25 C -0.4469 0.6246 1.4013  O24 1.362, O26 1.198, O27 1.364
26 O 0.5304 1.0577 1.9419  C25 1.198
27 O -0.5843 -0.6706 0.9972  C22 1.420, C25 1.364
28 F -3.6016 0.8190 0.3712  C23 1.354
29 H -2.5419 -1.2184 1.3316  C22 1.094
30 H -1.9653 -1.4831 -0.3269  C22 1.091
31 H -2.0017 0.8883 -0.8407  C23 1.094
32 C -3.3913 3.2333 3.1040  C33 1.495, O37 1.421, H39 1.094, H40 1.091
33 C -3.6047 4.2120 4.2133  C32 1.495, O34 1.414, F38 1.353, H41 1.094
34 O -4.9849 4.5077 4.1228  C33 1.414, C35 1.363
35 C -5.5637 3.3871 3.6071  O34 1.363, O36 1.202, O37 1.367
36 O -6.7441 3.1631 3.6381  C35 1.202
37 O -4.6353 2.5475 3.0574  C32 1.421, C35 1.367
38 F -2.9057 5.3507 3.9977  C33 1.353
39 H -3.2088 3.7185 2.1412  C32 1.094
40 H -2.5714 2.5439 3.3095  C32 1.091
41 H -3.3769 3.8208 5.2094  C33 1.094
42 C -3.3438 6.8443 -0.8107  C43 1.494, O47 1.420, H49 1.094, H50 1.090
43 C -2.1839 6.9875 0.1207  C42 1.494, O44 1.414, F48 1.354, H51 1.094
44 O -2.1594 5.7468 0.7978  C43 1.414, C45 1.361
45 C -2.6744 4.8443 -0.0817  O44 1.361, O46 1.199, O47 1.363
46 O -2.5651 3.6554 0.0330  C45 1.199
47 O -3.3228 5.4564 -1.1120  C42 1.420, C45 1.363
48 F -2.4064 7.9690 1.0269  C43 1.354
49 H -4.2979 7.0988 -0.3402  C42 1.094
50 H -3.2276 7.4436 -1.7142  C42 1.090
51 H -1.2245 7.1535 -0.3776  C43 1.094
52 C 8.6722 -6.8128 -2.3596  C53 1.495, O57 1.420, H59 1.094, H60 1.091
53 C 9.7602 -6.6249 -3.3678  C52 1.495, O54 1.413, F58 1.354, H61 1.094
54 O 9.5217 -5.3235 -3.8624  C53 1.413, C55 1.363
55 C 8.9348 -4.6471 -2.8350  O54 1.363, O56 1.196, O57 1.364
56 O 8.8332 -3.4560 -2.7852  C55 1.196
57 O 8.4840 -5.4944 -1.8658  C52 1.420, C55 1.364
58 F 9.6331 -7.5042 -4.3901  C53 1.354
59 H 7.7398 -7.1699 -2.8061  C52 1.094
60 H 8.9603 -7.4946 -1.5578  C52 1.091
61 H 10.7715 -6.6814 -2.9542  C53 1.094
62 C -6.5175 0.2039 2.5278  C63 1.495, O67 1.422, H69 1.093, H70 1.089
63 C -7.0937 -0.5711 3.6690  C62 1.495, O64 1.414, F68 1.353, H71 1.094
64 O -7.8796 -1.5555 3.0276  C63 1.414, C65 1.363
65 C -7.2736 -1.7777 1.8270  O64 1.363, O66 1.198, O67 1.363
66 O -7.4914 -2.7263 1.1289  C65 1.198
67 O -6.3832 -0.7920 1.5216  C62 1.422, C65 1.363
68 F -7.9073 0.2046 4.4227  C63 1.353
69 H -7.1862 0.9917 2.1714  C62 1.093
70 H -5.5533 0.6482 2.7725  C62 1.089
71 H -6.3477 -1.0545 4.3072  C63 1.094
72 C -1.6766 5.8947 -5.5323  C73 1.495, O77 1.420, H79 1.094, H80 1.091
73 C -1.7635 7.2036 -4.8149  C72 1.495, O74 1.413, F78 1.354, H81 1.094
74 O -1.5896 6.8416 -3.4599  C73 1.413, C75 1.364
75 C -0.8125 5.7214 -3.4818  O74 1.364, O76 1.197, O77 1.362
76 O -0.2377 5.2854 -2.5267  C75 1.197
77 O -0.7647 5.1648 -4.7241  C72 1.420, C75 1.362
78 F -2.9915 7.7564 -4.9587  C73 1.354
79 H -2.6344 5.3676 -5.5656  C72 1.094
80 H -1.2998 6.0020 -6.5506  C72 1.091
81 H -0.9954 7.9271 -5.1036  C73 1.094

Output
E_HOMO: -0.376 Ha
Structure (SMILES): [H]/N=C/CC1=C([C@@H](C)F)C(=O)OC1=O.O=C1OC[C@@H](F)O1.O=C1OC[C@@H](F)O1.O=C1OC[C@@H](F)O1.O=C1OC[C@@H](F)O1.O=C1OC[C@@H](F)O1.O=C1OC[C@@H](F)O1
Kohn-Sham gap: 8.91 eV

=====

Arrangement x

C26H26F7NO21 | ωB97M-V/def2-TZVPD

Bonds (Å) are listed after each position.
Cartesian coordinates (Å):
1 C -6.6425 -1.8362 -2.3346  C2 1.560, H14 1.103, H15 1.097, H16 1.097
2 C -5.7520 -1.0923 -1.2923  C1 1.560, F3 1.384, C4 1.532, H17 1.103
3 F -4.9505 -0.2415 -2.0339  C2 1.384
4 C -6.5866 -0.2723 -0.3038  C2 1.532, C5 1.334, C12 1.523
5 C -6.1467 0.6758 0.5244  C4 1.334, C6 1.514, C9 1.530
6 C -4.7584 1.2181 0.7885  C5 1.514, C7 1.525, H18 1.104, H19 1.109
7 C -3.6282 0.2037 0.6453  C6 1.525, N8 1.249, H20 1.113
8 N -2.8104 0.1687 -0.2985  C7 1.249, H21 1.019
9 C -7.3599 1.2392 1.2675  C5 1.530, O10 1.147, O11 1.374
10 O -7.3395 2.0656 2.0625  C9 1.147
11 O -8.4888 0.6030 0.8110  C9 1.374, C12 1.384
12 C -8.0884 -0.3821 -0.0754  C4 1.523, O11 1.384, O13 1.154
13 O -8.8507 -1.1310 -0.5118  C12 1.154
14 H -6.0992 -1.8492 -3.2941  C1 1.103
15 H -6.8950 -2.8570 -2.0216  C1 1.097
16 H -7.5160 -1.1928 -2.5005  C1 1.097
17 H -5.1484 -1.8174 -0.7214  C2 1.103
18 H -4.5354 2.1347 0.2142  C6 1.104
19 H -4.7523 1.5416 1.8494  C6 1.109
20 H -3.5174 -0.5466 1.4601  C7 1.113
21 H -2.1472 -0.5979 -0.1925  N8 1.019
22 C 0.3793 0.7527 1.9513  C23 1.503, O27 1.428, H29 1.092, H30 1.088
23 C 1.7599 0.6566 1.3641  C22 1.503, O24 1.419, F28 1.354, H31 1.091
24 O 1.8954 -0.7292 1.0932  C23 1.419, C25 1.364
25 C 0.6332 -1.1863 0.8514  O24 1.364, O26 1.187, O27 1.361
26 O 0.3825 -2.2259 0.3368  C25 1.187
27 O -0.3082 -0.2966 1.2693  C22 1.428, C25 1.361
28 F 2.7017 1.0187 2.2673  C23 1.354
29 H 0.3678 0.5583 3.0257  C22 1.092
30 H -0.0909 1.7159 1.7635  C22 1.088
31 H 1.8990 1.2228 0.4415  C23 1.091
32 C 4.3611 -2.1995 2.7067  C33 1.502, O37 1.431, H39 1.090, H40 1.087
33 C 5.2203 -3.3703 3.0907  C32 1.502, O34 1.419, F38 1.353, H41 1.092
34 O 6.2593 -2.7609 3.8407  C33 1.419, C35 1.364
35 C 5.7177 -1.6462 4.4096  O34 1.364, O36 1.187, O37 1.364
36 O 6.2116 -1.0443 5.3061  C35 1.187
37 O 4.5324 -1.3173 3.8203  C32 1.431, C35 1.364
38 F 5.7590 -3.9664 2.0020  C33 1.353
39 H 4.7065 -1.7052 1.7985  C32 1.090
40 H 3.3157 -2.4714 2.5809  C32 1.087
41 H 4.7174 -4.1209 3.7047  C33 1.092
42 C 7.5013 -0.4930 -1.2536  C43 1.503, O47 1.429, H49 1.092, H50 1.087
43 C 6.8869 -1.8348 -1.5376  C42 1.503, O44 1.418, F48 1.355, H51 1.092
44 O 5.8208 -1.8918 -0.6046  C43 1.418, C45 1.362
45 C 5.4354 -0.6031 -0.3890  O44 1.362, O46 1.189, O47 1.358
46 O 4.4095 -0.2884 0.1233  C45 1.189
47 O 6.3690 0.2739 -0.8383  C42 1.429, C45 1.358
48 F 7.7553 -2.8412 -1.2745  C43 1.355
49 H 8.2314 -0.5295 -0.4425  C42 1.092
50 H 7.9705 -0.0553 -2.1306  C42 1.087
51 H 6.4930 -1.9469 -2.5495  C43 1.092
52 C -10.3528 0.6220 -4.1575  C53 1.504, O57 1.428, H59 1.092, H60 1.088
53 C -10.7808 0.8389 -5.5832  C52 1.504, O54 1.415, F58 1.356, H61 1.092
54 O -9.5536 0.8123 -6.2864  C53 1.415, C55 1.367
55 C -8.7180 0.0041 -5.5673  O54 1.367, O56 1.184, O57 1.362
56 O -7.7094 -0.4570 -5.9824  C55 1.184
57 O -9.2012 -0.2083 -4.3118  C52 1.428, C55 1.362
58 F -11.3541 2.0561 -5.7478  C53 1.356
59 H -10.0670 1.5520 -3.6622  C52 1.092
60 H -11.1157 0.1259 -3.5606  C52 1.088
61 H -11.4448 0.0669 -5.9779  C53 1.092
62 C 3.7441 0.8864 5.7857  C63 1.504, O67 1.433, H69 1.090, H70 1.085
63 C 3.3803 0.5474 7.2050  C62 1.504, O64 1.417, F68 1.354, H71 1.093
64 O 3.0686 1.8130 7.7609  C63 1.417, C65 1.367
65 C 2.6056 2.5796 6.7285  O64 1.367, O66 1.186, O67 1.359
66 O 2.0091 3.5962 6.8638  C65 1.186
67 O 2.9094 2.0216 5.5274  C62 1.433, C65 1.359
68 F 4.4329 0.0239 7.8765  C63 1.354
69 H 4.7905 1.1734 5.6785  C62 1.090
70 H 3.5322 0.0760 5.0955  C62 1.085
71 H 2.5188 -0.1175 7.3048  C63 1.093
72 C 6.0165 2.8743 -4.7721  C73 1.504, O77 1.429, H79 1.092, H80 1.088
73 C 7.1034 1.8383 -4.8657  C72 1.504, O74 1.417, F78 1.355, H81 1.092
74 O 6.6305 0.8122 -4.0114  C73 1.417, C75 1.368
75 C 5.2648 0.8913 -4.0412  O74 1.368, O76 1.185, O77 1.357
76 O 4.5415 0.0330 -3.6599  C75 1.185
77 O 4.8524 2.0715 -4.5682  C72 1.429, C75 1.357
78 F 8.2772 2.3080 -4.3772  C73 1.355
79 H 6.1514 3.5418 -3.9190  C72 1.092
80 H 5.9272 3.4721 -5.6768  C72 1.088
81 H 7.2604 1.4357 -5.8684  C73 1.092

Output
E_HOMO: -0.370 Ha
Structure (SMILES): [H]/N=C/CC1=C([C@@H](C)F)C(=O)OC1=O.O=C1OC[C@@H](F)O1.O=C1OC[C@@H](F)O1.O=C1OC[C@@H](F)O1.O=C1OC[C@@H](F)O1.O=C1OC[C@@H](F)O1.O=C1OC[C@@H](F)O1
Kohn-Sham gap: 9.51 eV

=====

According to the calculations, the structures order from most to least stable as arrangement x, arrangement w.